(1)
{
  "formula": "C4H11N2O",
  "method": "the ωB97M-V functional and the def2-TZVPD basis",
  "species": ["O", "C", "C", "N", "H", "H", "H", "H", "H", "H", "C", "C", "N", "H", "H", "H", "H", "H"],
  "coordinates": [[1.270821, -2.884225, 0.487918], [0.472063, -2.309081, 1.201384], [-0.558075, -1.394077, 0.687618], [-0.273151, -1.147469, -0.751801], [0.404110, -2.478669, 2.295313], [-1.465466, -1.956617, 0.898177], [-0.395038, -0.480675, 1.241113], [-1.067385, -0.961530, -1.362120], [0.290008, -0.278158, -0.834166], [0.303165, -1.924046, -1.116011], [-0.653267, 2.197921, -1.251112], [-0.157855, 1.968401, -0.014001], [1.161033, 1.829157, 0.339580], [-0.015019, 2.335756, -2.115354], [-1.739465, 2.318829, -1.355872], [-0.838695, 1.966201, 0.831941], [1.866493, 1.819762, -0.383510], [1.395723, 1.378523, 1.200896]],
  "forces_ev_per_a": [[-0.84, 0.81, 0.63], [1.73, -1.84, 0.05], [0.44, -0.01, -0.40], [0.42, 0.58, -0.30], [0.23, -0.03, -0.24], [-0.60, 0.72, -0.29], [-0.86, 0.40, 0.10], [-0.31, -0.22, 0.19], [-0.21, -0.26, 0.11], [-0.09, -0.05, 0.12], [-0.30, -0.35, 0.85], [-0.63, 0.41, -0.72], [0.25, -0.37, -0.47], [-0.04, -0.05, -0.03], [0.66, 0.09, -0.05], [-0.02, -0.12, -0.01], [-0.01, 0.11, 0.20], [0.18, 0.20, 0.25]],
  "mulliken_charge": [-0.46, 0.08, -0.29, -0.23, 0.37, 0.37, 0.13, 0.40, 0.24, 0.40, -0.80, -0.24, -0.38, 0.30, 0.29, 0.36, 0.24, 0.23],
  "gap_ha": 0.3207,
  "total_energy_ha": -343.4669,
  "charge": 1,
  "homo_ev": -12.38,
  "e_above_lowest_kcal_mol": 61.05
}

(2)
{
  "formula": "C44H62Cl2F9LiMgN3O23PS5",
  "method": "the ωB97M-V functional and the def2-TZVPD basis",
  "species": ["C", "C", "C", "C", "C", "C", "C", "Cl", "C", "C", "C", "O", "C", "C", "O", "C", "C", "C", "O", "C", "C", "C", "C", "S", "C", "S", "N", "C", "C", "O", "C", "C", "C", "O", "C", "O", "H", "H", "H", "H", "H", "H", "H", "H", "H", "H", "H", "H", "H", "H", "H", "H", "H", "H", "H", "H", "H", "H", "H", "H", "H", "H", "H", "H", "H", "H", "H", "H", "H", "H", "Mg", "O", "S", "O", "O", "C", "C", "C", "H", "H", "H", "H", "H", "H", "H", "H", "N", "C", "C", "C", "C", "H", "H", "H", "H", "H", "C", "O", "P", "O", "O", "C", "O", "C", "H", "H", "H", "H", "H", "H", "H", "H", "H", "Cl", "C", "F", "F", "F", "S", "O", "O", "N", "S", "O", "O", "C", "F", "F", "F", "Li", "C", "C", "O", "C", "O", "O", "F", "H", "H", "H", "C", "C", "O", "C", "O", "O", "F", "H", "H", "H", "F"],
  "coordinates": [[3.772245, -4.723294, 0.801946], [5.205633, -4.044176, 1.230395], [5.347961, -2.449532, 0.842082], [6.427079, -2.173220, -0.397923], [5.532835, -2.395741, -1.793098], [5.803785, -3.789354, -2.613644], [4.960319, -4.133532, -4.001311], [5.243055, -5.737980, -4.948423], [3.856204, -3.040817, -4.540962], [3.563668, -1.625546, -3.701195], [4.411900, -1.285660, -2.330141], [4.159794, 0.006518, -1.611780], [5.333022, 0.836354, -2.022140], [4.913131, 2.445816, -2.187099], [5.981084, 3.163731, -2.894259], [6.560337, 4.254117, -2.097774], [8.139093, 3.959092, -1.630132], [2.380517, -0.632178, -4.339419], [2.433858, 0.704150, -4.298326], [1.130968, -1.429927, -5.091907], [-0.444854, -0.929412, -5.061913], [-0.731401, 0.224828, -3.922794], [-2.362407, 0.530492, -3.920256], [-3.408100, -0.933864, -3.390708], [-4.578849, -0.496060, -1.990058], [-4.017028, -0.819032, -0.385173], [-5.968389, 0.105442, -2.236444], [-6.198209, 1.246689, -1.266173], [-7.605253, 2.038877, -1.685017], [-8.588051, 1.076442, -2.239083], [-8.496933, -0.223829, -1.500751], [-7.068057, -0.907959, -2.005345], [1.401792, -2.703365, -5.870263], [0.267674, -3.419438, -6.543744], [2.957795, -3.314253, -5.921463], [3.417397, -3.952979, -7.002997], [2.991824, -3.980791, 0.344573], [3.945104, -5.589936, 0.007494], [3.233774, -5.233869, 1.735672], [5.314888, -4.148937, 2.406313], [6.133151, -4.646346, 0.782234], [4.294558, -2.032750, 0.543874], [5.803066, -1.919387, 1.803603], [6.866965, -1.082833, -0.322414], [7.240428, -3.015479, -0.351045], [6.578825, -4.581319, -2.200064], [5.716227, 0.482281, -3.072212], [6.198344, 0.817930, -1.228866], [4.682443, 2.823018, -1.104718], [3.927968, 2.525720, -2.857060], [6.647691, 5.189255, -2.835095], [5.908421, 4.620650, -1.198243], [8.877355, 3.918421, -2.545445], [8.484093, 4.902730, -0.985363], [8.237153, 2.974030, -1.005350], [-1.102129, -1.912898, -4.908931], [-0.744576, -0.537878, -6.147511], [-0.312552, -0.057851, -2.850514], [-0.127921, 1.196558, -4.251648], [-2.605971, 1.538502, -3.333572], [-2.640314, 0.753478, -5.059590], [-5.255572, 1.947176, -1.303580], [-6.333070, 0.910646, -0.151310], [-8.033411, 2.461708, -0.658981], [-7.325657, 2.911372, -2.416001], [-8.503962, -0.024861, -0.330010], [-9.441936, -0.837469, -1.822412], [-6.794998, -1.762080, -1.248804], [-7.335278, -1.455841, -3.030275], [0.038299, -4.140612, -5.856649], [9.858064, 6.203019, -0.260737], [-4.559636, 3.267874, 0.491707], [-4.894893, 4.593979, 0.964319], [-5.711243, 5.503050, 0.187811], [-3.527583, 5.363189, 1.402865], [-2.471902, 5.468586, 0.457886], [-2.757486, 6.542160, -0.575512], [-5.603106, 4.455579, 2.586363], [-2.278381, 4.501653, -0.018118], [-1.569535, 5.740612, 1.015066], [-3.599970, 6.260103, -1.213791], [-1.886713, 6.702246, -1.218018], [-3.021512, 7.487240, -0.090575], [-4.969780, 3.808388, 3.195342], [-6.598556, 4.018149, 2.483906], [-5.678749, 5.452201, 3.025330], [-1.634498, 5.760709, 4.089627], [-0.804865, 5.226641, 5.040952], [-0.555244, 6.199721, 5.982760], [-1.264053, 7.359683, 5.588655], [-1.924065, 7.059544, 4.418085], [-1.979799, 5.272562, 3.273471], [-0.462795, 4.203150, 4.965664], [0.068878, 6.086004, 6.859612], [-1.290728, 8.311279, 6.103667], [-2.572195, 7.657844, 3.791723], [-1.533177, -5.037203, 4.549198], [-1.611153, -4.556497, 3.222107], [-1.105063, -5.726037, 2.052152], [0.293480, -5.101194, 2.029443], [-2.047545, -5.005924, 0.907108], [-2.035694, -3.594810, 0.777137], [-0.598883, -6.895613, 0.882223], [-1.541639, -7.926499, 0.663971], [-1.850808, -4.246209, 5.230866], [-2.197936, -5.897729, 4.668096], [-0.506573, -5.325608, 4.787815], [-1.081208, -3.159553, 1.084700], [-2.844812, -3.171737, 1.376237], [-2.212473, -3.339039, -0.270987], [-2.488800, -7.513640, 0.306457], [-1.704944, -8.477264, 1.593270], [-1.145689, -8.611060, -0.090625], [2.958064, -2.927160, -1.791454], [-0.890799, -8.496312, -4.126991], [0.296551, -8.276567, -3.491515], [-0.611374, -8.513282, -5.465125], [-1.263032, -9.773515, -3.811253], [-2.173764, -7.272934, -3.699763], [-1.614869, -5.989181, -4.135257], [-2.339899, -7.408095, -2.250314], [-3.327434, -7.878944, -4.601473], [-4.678419, -7.057736, -4.479458], [-4.680048, -5.714693, -5.064711], [-5.395234, -7.172561, -3.206380], [-5.655994, -8.063676, -5.644377], [-5.748169, -9.370796, -5.254614], [-5.109232, -8.089452, -6.897137], [-6.937331, -7.619134, -5.796081], [-3.941936, -6.203048, 4.401936], [3.401728, 5.610901, 1.623525], [3.774258, 4.910058, 2.885166], [4.992986, 4.278848, 2.563983], [5.562905, 5.071302, 1.613256], [6.736036, 5.010312, 1.284756], [4.660819, 5.949133, 1.077412], [2.867939, 3.955020, 3.192005], [2.864029, 4.963871, 0.922368], [2.800687, 6.505665, 1.806662], [3.919249, 5.575953, 3.742535], [0.236651, 4.914192, 11.207060], [0.682356, 6.195011, 10.588555], [1.337475, 5.781817, 9.410857], [0.724689, 4.618320, 9.053868], [0.821989, 4.103529, 7.952328], [-0.019379, 4.101778, 10.079062], [1.581684, 6.824366, 11.377721], [1.013813, 4.447479, 11.821542], [-0.664168, 5.036923, 11.814393], [-0.134472, 6.879077, 10.334853], [3.558064, 7.730249, 2.664024]],
  "forces_ev_per_a": [[-0.20, -1.11, 0.12], [0.14, -0.14, 0.36], [0.62, -0.26, 0.59], [-1.89, -0.45, -0.43], [1.67, -2.72, -2.51], [-2.26, 2.93, -0.76], [-0.90, 3.20, 0.99], [-0.54, 3.37, 2.07], [1.73, 0.31, 1.31], [1.22, -3.17, -0.91], [-1.28, -1.25, 0.80], [1.89, -3.94, -2.78], [1.46, 1.98, -0.89], [-1.19, -0.83, -0.41], [-1.05, -0.26, 2.62], [1.80, 1.85, -0.42], [-0.73, 0.19, -0.24], [-0.97, 4.63, -0.79], [0.08, -8.69, 0.15], [0.64, -3.33, -1.80], [0.44, -0.14, -0.02], [0.01, 0.03, -0.34], [0.74, 2.15, -1.06], [-0.56, 0.49, 0.46], [-0.01, 0.51, 2.44], [-1.23, 0.66, -3.40], [1.12, -0.69, 1.67], [-0.14, 1.07, 0.47], [1.09, -0.53, 1.14], [1.23, -0.19, 1.60], [0.97, 1.06, -0.46], [-1.89, -1.97, -0.70], [-0.56, 2.44, 2.25], [3.24, 0.73, 3.36], [1.07, -2.08, -4.24], [-2.76, 3.97, 7.32], [1.66, -1.32, 1.10], [-0.40, 1.88, 1.62], [1.25, 1.19, -2.06], [-0.22, 0.34, -2.50], [-2.08, 1.24, 0.85], [2.14, -0.55, 0.84], [-1.20, -0.83, -2.21], [-0.91, -2.35, -0.38], [-1.47, 1.86, -0.34], [-1.82, 1.97, -0.98], [-0.58, 0.65, 1.94], [-1.77, -0.36, -1.49], [0.59, -0.39, -2.07], [2.13, -0.36, 1.56], [-0.34, -2.06, 1.53], [1.20, -1.08, -1.62], [-1.63, -0.01, 1.67], [-1.28, -2.51, -1.36], [-0.17, 1.96, -1.02], [1.54, 2.16, -0.11], [0.81, -0.69, 2.40], [-1.08, 0.30, -2.26], [-1.56, -1.97, 0.68], [0.50, -2.42, -1.06], [0.48, -0.51, 2.51], [-2.15, -1.26, 0.06], [0.48, 0.34, -2.05], [0.82, -0.61, -2.19], [-1.08, -1.93, 1.15], [-0.03, -0.45, -2.38], [2.08, 1.08, 0.62], [-0.23, 1.69, -1.19], [0.79, 1.26, 2.13], [0.24, 1.23, -1.53], [0.59, 0.65, 0.44], [-0.16, 1.06, 0.00], [0.11, 0.58, 0.32], [0.74, -1.07, 0.35], [-1.27, -0.71, 0.49], [0.91, 0.32, -1.03], [-0.26, 0.07, -0.25], [0.16, 0.06, 0.09], [-0.16, 0.01, 0.13], [-0.28, -0.10, 0.18], [0.11, 0.02, 0.07], [-0.04, -0.04, 0.17], [0.15, -0.14, -0.03], [-0.04, 0.11, -0.12], [0.16, 0.06, -0.17], [0.05, -0.12, -0.12], [-0.04, -0.06, 0.02], [0.09, -0.03, 0.14], [0.00, -0.32, 0.02], [-0.31, 0.11, -0.27], [-0.07, 0.15, 0.01], [0.08, 0.22, 0.32], [0.03, 0.21, 0.05], [-0.08, 0.02, -0.33], [0.03, -0.14, -0.14], [0.14, -0.06, 0.09], [0.48, 1.30, -0.16], [-2.31, -2.73, 1.35], [5.68, 6.67, -6.61], [-0.60, -1.35, 1.32], [-0.08, -1.86, 0.95], [-0.37, 0.93, 0.08], [-1.91, -0.72, 2.84], [-0.70, -0.84, -0.55], [0.02, -0.06, -0.01], [0.12, -0.69, 0.56], [-0.15, -0.31, 0.20], [-0.04, -0.20, 0.08], [0.11, 0.15, -0.07], [-0.06, -0.34, 0.12], [0.10, -0.13, -0.19], [0.02, -0.31, -0.03], [-0.07, 0.25, 0.09], [-0.66, 1.96, 0.31], [1.50, -2.15, -1.13], [-1.24, 0.25, -0.28], [-0.40, 0.36, 1.24], [0.10, 1.28, -0.02], [0.93, 1.45, 1.17], [-0.58, -1.47, 0.23], [0.06, -0.11, -1.52], [0.32, 0.78, 0.78], [-2.17, 2.15, 0.66], [0.39, -1.82, 0.54], [1.11, -0.25, -1.38], [-1.17, -1.82, -1.96], [0.20, 1.22, 0.02], [-0.27, 0.31, 1.24], [1.41, -0.03, 0.54], [-0.20, 0.25, -0.19], [-1.56, 0.09, -0.53], [-0.65, 0.54, 0.40], [1.02, 0.41, -0.58], [0.86, 0.85, -0.94], [-1.61, -0.16, 0.33], [1.77, -1.45, 0.23], [-0.40, -0.72, 0.28], [0.26, -0.63, 0.00], [0.56, 0.24, 0.23], [-0.17, -0.03, -0.25], [-0.57, -0.46, 1.03], [0.53, 0.67, 0.20], [-0.79, -0.55, -0.07], [0.34, -1.69, -3.02], [-0.19, 1.11, 2.89], [0.36, 0.29, -0.81], [0.04, 0.28, 0.09], [0.07, 0.27, -0.09], [0.06, -0.13, -0.23], [0.18, 0.07, 0.07], [0.01, 0.74, 0.61]],
  "mulliken_charge": [-0.52, -0.36, -0.43, -0.82, 0.84, -0.55, -0.06, -0.11, 0.37, 0.52, -0.01, -0.37, -0.24, -0.10, -0.33, -0.04, 0.00, 0.16, -0.49, 0.35, -0.40, -0.40, -0.58, -0.12, -0.23, -0.05, 0.02, -0.45, -0.18, -0.41, -0.45, -0.29, 0.10, -0.49, 0.04, -0.48, -0.10, 0.25, 0.22, 0.35, 0.20, 0.30, 0.33, 0.19, 0.43, 0.30, 0.35, 0.00, 0.11, 0.13, 0.25, 0.03, 0.40, -0.52, 0.23, 0.27, 0.30, 0.22, 0.31, 0.29, 0.34, 0.26, 0.26, 0.20, 0.30, 0.24, 0.30, 0.22, 0.29, 0.37, -0.12, -0.56, 1.10, -0.63, -0.21, -0.19, -1.13, -0.97, 0.30, 0.29, 0.28, 0.41, 0.29, 0.31, 0.37, 0.35, 0.24, -0.83, 0.01, -0.92, -0.28, 0.10, 0.43, 0.44, 0.38, 0.41, -0.78, -0.21, 0.79, -0.51, -0.22, -0.59, -0.18, -0.68, 0.29, 0.09, 0.30, 0.34, 0.20, 0.31, 0.37, 0.25, 0.22, 0.02, 0.53, -0.21, -0.22, -0.23, 0.87, -0.54, -0.57, -0.36, 1.08, -0.64, -0.67, 0.59, -0.23, -0.23, -0.21, 1.00, -0.59, 0.38, -0.34, 0.64, -0.48, -0.26, -0.34, 0.26, 0.39, 0.34, -0.45, 0.33, -0.27, 0.71, -0.52, -0.31, -0.28, 0.28, 0.27, 0.29, -0.89],
  "gap_ha": 0.0428,
  "total_energy_ha": -7966.3670,
  "charge": 0,
  "homo_ev": -6.03
}

(3)
{
  "formula": "C3H7NOS",
  "method": "the ωB97M-V functional and the def2-TZVPD basis",
  "species": ["C", "C", "C", "N", "O", "S", "H", "H", "H", "H", "H", "H", "H"],
  "coordinates": [[2.614414, 0.322139, -0.380433], [-1.778725, 0.762150, -0.568268], [-1.932963, 0.396704, 0.698956], [1.508487, -0.058462, 0.306710], [3.242851, 1.251197, -0.043841], [0.826220, -1.525803, -0.072012], [2.970593, -0.390267, -1.123239], [-2.326984, 0.103016, -1.278566], [-0.974481, 1.391598, -0.971058], [-0.393467, -0.895631, -0.485291], [-1.666120, 0.861786, 1.729394], [-2.552482, -0.545430, 0.869291], [0.462659, -1.673002, 1.318351]],
  "forces_ev_per_a": [[-1.29, -3.24, 0.43], [0.61, -1.12, -0.55], [-1.32, -0.76, 2.51], [-0.39, -0.10, 0.03], [1.99, 3.33, 0.35], [-0.90, 2.07, 1.62], [0.24, -0.32, -0.97], [0.60, 0.73, 0.22], [-0.84, 0.41, 0.38], [0.68, -1.51, 0.64], [0.30, -0.52, -2.39], [0.45, 1.46, -0.19], [-0.12, -0.44, -2.08]],
  "mulliken_charge": [0.10, -0.60, -0.46, -0.36, -0.49, -0.05, 0.26, 0.31, 0.33, 0.23, 0.23, 0.25, 0.25],
  "gap_ha": 0.3327,
  "total_energy_ha": -646.5282,
  "charge": 0,
  "homo_ev": -8.98,
  "e_above_lowest_kcal_mol": 115.29
}